Run w
DFT (wB97M-V/def2-TZVPD) results for a 2-piece molecular cluster, CH3N2O2S overall.

## Properties
HOMO level (spin up / spin down), Ha: -0.0773 / -0.1060
Total charge: -1
Orbital gap (spin up / spin down), eV: 6.18 / 6.92

```
9
Properties=species:S:1:pos:R:3:nbo_charge:R:1
C 0.620 0.420 -0.425 -0.1468
N 1.546 0.291 0.681 -0.5047
N 1.032 -0.910 -0.050 -0.5570
O -2.149 -1.082 -0.184 -0.9885
O -2.835 1.054 0.891 -0.9759
S -2.166 0.405 -0.262 1.4035
H 0.927 0.917 -1.320 0.1246
H 2.555 0.442 0.315 0.2924
H 0.471 -1.538 0.354 0.3525
```



Run x
DFT (wB97M-V/def2-TZVPD) results for a 2-piece molecular cluster, CH3N2O2S overall.

## Properties
HOMO level, Ha: -0.0662
Total charge: -1
Orbital gap, eV: 5.37

```
9
Properties=species:S:1:pos:R:3:nbo_charge:R:1
C 3.576 0.136 0.186 1.0574
N 0.184 1.005 -0.634 -0.6872
N 0.642 -0.221 -1.045 -0.7455
O 4.220 -0.599 -0.456 -0.5332
O 3.049 0.917 0.872 -0.5441
S 0.700 -1.625 0.136 -0.1900
H 0.979 1.482 0.005 0.2886
H -0.817 1.036 -0.232 0.2795
H 0.062 -2.439 -0.658 0.0745
```



Q: Which of them is the most stable? A: run x.



Run w
DFT (wB97M-V/def2-TZVPD) results for one molecule with the formula C3H5NO3S.

## Properties
HOMO level, Ha: -0.3159
Total charge: 0
Orbital gap, eV: 8.87

```
13
Properties=species:S:1:pos:R:3:nbo_charge:R:1
C 0.974 0.494 -0.292 0.0530
C -0.435 -1.103 -0.834 0.8748
C 0.867 1.716 0.544 -0.6575
N -0.718 -2.394 -0.584 -0.8102
O 0.387 -0.640 0.190 -0.5327
O 2.151 -0.851 -2.122 -0.9343
O -0.641 -0.413 -1.798 -0.5924
S 2.084 0.461 -1.575 1.1196
H -0.255 2.073 0.603 0.2243
H 1.568 2.385 -0.020 0.2311
H 1.118 1.484 1.490 0.2208
H -0.927 -2.432 0.369 0.3926
H -1.303 -2.908 -1.245 0.4108
```



Run x
DFT (wB97M-V/def2-TZVPD) results for one molecule with the formula C3H5NO3S.

## Properties
HOMO level, Ha: -0.3480
Total charge: 0
Orbital gap, eV: 9.23
SMILES: NC(=O)OCOC=S

```
13
Properties=species:S:1:pos:R:3:nbo_charge:R:1
C 1.392 -0.153 0.197 0.8930
C -0.499 1.291 0.422 0.2012
C -2.136 -0.408 -0.201 0.0523
H 1.672 -1.006 -1.641 0.4020
H 2.491 -1.763 -0.365 0.4052
H -0.572 2.399 0.459 0.1938
H -0.477 0.708 1.271 0.1981
H -3.174 -0.341 -0.616 0.2087
N 2.139 -0.798 -0.709 -0.8264
O 1.594 -0.138 1.368 -0.5917
O 0.597 0.915 -0.493 -0.5654
O -1.833 0.957 -0.014 -0.5054
S -1.194 -1.662 0.322 -0.0654
```



Q: Which of them is the most stable? A: run x.



Run w
DFT (wB97M-V/def2-TZVPD) results for a 2-piece molecular cluster, C3H8O3 overall.

## Properties
HOMO level, Ha: -0.3776
Total charge: 0
Orbital gap, eV: 10.94
SMILES: CCC(=O)O.O

```
14
Properties=species:S:1:pos:R:3:nbo_charge:R:1
O -2.207 1.496 -0.602 -0.6043
O -1.543 1.971 -2.696 -0.6921
C -1.340 1.445 -1.459 0.7884
C 0.000 0.000 0.000 -0.6015
C -0.066 0.719 -1.281 -0.5204
H -2.405 2.469 -2.671 0.5092
H 0.970 -0.509 0.128 0.2104
H -0.807 -0.738 0.144 0.2231
H -0.093 0.779 0.775 0.2178
H 0.731 1.466 -1.461 0.2358
H -0.004 -0.040 -2.084 0.2326
O -4.907 4.282 -2.589 -0.9472
H -5.136 5.019 -3.199 0.4721
H -5.602 4.310 -1.893 0.4761
```



Run x
DFT (wB97M-V/def2-TZVPD) results for a 2-piece molecular cluster, C3H8O3 overall.

## Properties
HOMO level, Ha: -0.3908
Total charge: 0
Orbital gap, eV: 11.28
SMILES: CCC(=O)O.O

```
14
Properties=species:S:1:pos:R:3:nbo_charge:R:1
O -1.615 0.596 -1.661 -0.5857
C -0.955 -0.386 -1.478 0.7924
O -1.447 -1.631 -1.724 -0.6961
C 0.450 -0.503 -0.987 -0.5145
C 0.507 -0.604 0.556 -0.5862
H -2.401 -1.541 -1.904 0.4942
H 1.140 0.241 -1.360 0.2296
H 0.808 -1.469 -1.363 0.2271
H -0.233 -1.313 0.921 0.2188
H 0.394 0.401 0.962 0.2003
H 1.496 -0.928 0.876 0.2168
H -0.094 2.647 2.655 0.4759
H 1.133 2.137 1.814 0.4697
O 0.818 2.352 2.694 -0.9426
```



Q: Which of them is the most stable? A: run w.



Run w
DFT (wB97M-V/def2-TZVPD) results for one molecule with the formula C3H8O3.

## Properties
HOMO level, Ha: -0.3038
Total charge: 0
Orbital gap, eV: 8.89

```
14
Properties=species:S:1:pos:R:3:nbo_charge:R:1
C -0.835 -0.093 0.208 0.7617
C -0.375 1.295 0.192 -0.6939
C 1.161 -0.937 -0.296 -0.3338
H -1.883 -1.219 -0.677 0.4890
H -0.019 1.760 1.198 0.2336
H 0.409 1.579 -0.698 0.2616
H -1.225 1.974 -0.160 0.1774
H 0.539 0.311 1.093 0.5513
H 1.127 -0.841 -1.362 0.1817
H 2.207 -1.361 -0.044 0.1813
H 0.376 -1.595 0.117 0.2175
O -0.874 -0.921 1.142 -0.6753
O -1.654 -0.326 -0.767 -0.6262
O 1.046 0.374 0.054 -0.7261
```



Run x
DFT (wB97M-V/def2-TZVPD) results for one molecule with the formula C3H8O3.

## Properties
HOMO level, Ha: -0.3776
Total charge: 0
Orbital gap, eV: 10.97
SMILES: OCC(O)CO

```
14
Properties=species:S:1:pos:R:3:nbo_charge:R:1
O -1.886 1.100 -0.226 -0.7396
C -0.683 0.553 -0.752 -0.0966
C -0.246 -0.530 0.224 0.0477
O -0.239 0.005 1.536 -0.7377
C 1.175 -1.006 -0.044 -0.0756
O 2.096 0.036 0.189 -0.7197
H -2.037 1.959 -0.633 0.4799
H -0.844 0.120 -1.750 0.1694
H 0.109 1.311 -0.811 0.1825
H -0.941 -1.382 0.158 0.1664
H -0.997 0.609 1.569 0.4927
H 1.385 -1.877 0.595 0.1701
H 1.288 -1.318 -1.088 0.1797
H 1.819 0.421 1.035 0.4807
```



Q: Which of them is the most stable? A: run x.



Run w
DFT (wB97M-V/def2-TZVPD) results for a 2-piece molecular cluster, C3H6O2P overall.

## Properties
HOMO level (spin up / spin down), Ha: -0.1858 / -0.0686
Total charge: -1
Orbital gap (spin up / spin down), eV: 9.10 / 5.24

```
12
Properties=species:S:1:pos:R:3:nbo_charge:R:1
C -1.107 1.566 1.221 -0.4128
C 0.135 1.306 0.810 -0.6130
C 0.414 -2.820 -0.528 -0.6567
O -0.681 1.183 -1.827 -1.1389
O 1.835 1.234 -1.382 -1.1299
P 0.462 0.896 -0.922 1.8780
H -1.368 1.724 2.255 0.1691
H -1.896 1.653 0.493 0.2077
H 0.969 1.171 1.485 0.2069
H 0.148 -2.582 0.485 0.1580
H -0.343 -2.689 -1.273 0.1663
H 1.432 -2.643 -0.815 0.1653
```



Run x
DFT (wB97M-V/def2-TZVPD) results for an isolated ion of composition C3H6O2P and charge -1.

## Properties
HOMO level, Ha: -0.1626
Total charge: -1
Orbital gap, eV: 8.71
SMILES: C=C[P@@](C)(=O)[O-]

```
12
Properties=species:S:1:pos:R:3:nbo_charge:R:1
C 0.758 -2.012 -0.804 -0.4680
C 0.426 -0.735 -0.905 -0.4937
C -1.207 1.495 0.415 -0.9994
O 0.382 -0.287 2.073 -1.1539
O 1.542 1.392 0.526 -1.1877
P 0.373 0.498 0.805 2.1359
H 0.872 -2.885 -1.496 0.1682
H 1.276 -2.282 0.211 0.1866
H -0.039 -0.418 -1.813 0.1611
H -1.626 1.200 -0.494 0.2119
H -1.879 1.544 1.249 0.2142
H -0.877 2.489 0.232 0.2247
```



Q: Which of them is the most stable? A: run x.



Run w
DFT (wB97M-V/def2-TZVPD) results for one molecule with the formula C3H5NO2S2.

## Properties
HOMO level, Ha: -0.3209
Total charge: 0
Orbital gap, eV: 9.21
SMILES: OC(=S)CO/C=N/S

```
13
Properties=species:S:1:pos:R:3:nbo_charge:R:1
C 1.014 0.882 -0.562 0.4275
C -1.088 0.718 0.514 -0.1752
C -1.820 -0.521 -0.058 0.2136
H 2.953 -1.713 0.709 0.1228
H 1.655 1.533 -1.129 0.1758
H -1.793 1.507 0.679 0.2265
H -0.548 0.506 1.418 0.2137
H -0.060 -1.204 -0.120 0.5075
N 1.366 -0.210 0.020 -0.7158
O -0.250 1.311 -0.523 -0.4662
O -0.970 -1.435 -0.402 -0.6544
S 2.967 -0.773 -0.227 0.1902
S -3.426 -0.602 -0.321 -0.0660
```



Run x
DFT (wB97M-V/def2-TZVPD) results for C3H5NO2S2 as an isolated structure.

## Properties
HOMO level, Ha: -0.3278
Total charge: 0
Orbital gap, eV: 8.06

```
13
Properties=species:S:1:pos:R:3:nbo_charge:R:1
C 2.342 1.362 -0.144 -0.7024
C -0.167 0.434 -0.156 0.4271
C -1.374 -0.566 -0.228 -0.0429
H 3.641 1.563 -0.482 0.2371
H 1.768 1.831 -0.988 0.2460
H 2.205 2.031 0.624 0.2087
H -0.199 -2.347 0.591 0.4292
H -2.943 -1.919 0.153 0.4884
N -1.267 -1.646 0.489 -0.2268
O -0.337 1.619 -0.398 -0.4993
O -2.358 -2.355 0.821 -0.5023
S 1.547 -0.341 0.151 0.1076
S -2.859 0.334 -0.433 -0.1704
```



Q: Which of them is the most stable? A: run w.